Arrangement one

20
Properties=species:S:1:pos:R:3:mulliken_charge:R:1 method="wB97M-V/def2-TZVPD" smiles="COc1cccc(O)c1C(=O)O" e_homo_ha=-0.320 gap_ev=9.236 lumo_energy_ev=0.53
C 2.62394 0.78764 -0.48171 -0.812
O 1.60561 -0.08814 -1.10787 -0.449
C 0.62467 -0.32885 -0.14023 0.142
C 0.97778 -1.14749 0.95318 -0.184
C 0.03445 -1.46235 1.91399 -0.663
C -1.33249 -1.15276 1.64427 -0.530
C -1.61936 -0.34704 0.59487 0.308
O -2.94466 -0.07958 0.35098 -0.667
C -0.65889 0.06873 -0.29351 0.355
C -0.88679 0.98693 -1.44596 0.636
O 0.01394 1.65280 -1.96955 -0.587
O -2.08669 0.94330 -1.92104 -0.469
H 3.46907 0.76794 -1.18207 0.252
H 2.81939 0.47105 0.59575 0.380
H 2.16791 1.82929 -0.55569 0.230
H 2.01071 -1.59664 1.06188 0.468
H 0.29420 -1.95386 2.76769 0.491
H -2.18296 -1.59430 2.24537 0.341
H -2.87220 0.64211 -0.42820 0.424
H -2.05762 1.60121 -2.60218 0.334

Arrangement two

20
Properties=species:S:1:pos:R:3:mulliken_charge:R:1 method="wB97M-V/def2-TZVPD" e_homo_ha=-0.324 gap_ev=8.984 lumo_energy_ev=0.16
C 2.03811 2.05679 -1.41441 -0.505
C 1.23559 0.54594 0.01245 1.087
C 1.39775 -0.15515 1.28407 -0.989
C 0.43462 -0.90594 1.64334 -0.064
C -0.74495 -1.27680 0.96936 0.391
C -0.94858 -0.47918 -0.08026 -0.102
C 0.04493 0.36684 -0.61090 -0.624
C -2.09360 -0.61868 -0.80608 0.744
H 2.55041 1.50438 -2.53380 0.199
H 0.83945 2.18079 -1.17218 0.205
H 2.56150 3.24686 -1.34527 0.196
H 2.31817 0.24688 1.87688 0.294
H 0.68261 -1.52553 2.62335 0.071
H -1.34741 -2.28194 2.45082 0.310
H -0.32113 0.85590 -1.56409 0.429
H -3.89497 -1.61175 -0.51868 0.365
O 2.40246 1.23042 -0.43421 -0.389
O -1.78070 -2.02274 1.54385 -0.493
O -3.00853 -1.22605 0.00688 -0.462
O -2.36574 -0.13105 -1.93112 -0.661

Stability ranking, top entry: arrangement one; the second entry is 369.4 kJ/mol less favorable.

Arrangement one

16
Properties=species:S:1:pos:R:3:mulliken_charge:R:1 method="wB97M-V/def2-TZVPD" smiles="C=COC(O)(O)OC" e_homo_ha=-0.342 gap_ev=10.119 lumo_energy_ev=0.81
C 0.09918 -1.76846 1.25527 -0.663
C 1.17276 -1.00804 1.15991 -0.014
O 1.56949 -0.14922 0.12436 -0.385
C 0.57216 0.46682 -0.61284 0.856
O 0.02280 -0.35860 -1.55953 -0.491
O 1.15259 1.54544 -1.25677 -0.555
O -0.39422 0.87075 0.31692 -0.331
C -1.72376 1.00678 -0.17123 -0.736
H -0.76737 -1.62850 0.64118 0.188
H 0.03668 -2.50309 2.03587 0.302
H 2.03784 -1.14262 1.79738 0.366
H 0.67368 -0.52244 -2.24392 0.311
H 1.71306 2.01917 -0.63057 0.331
H -2.28525 1.48529 0.63399 0.223
H -1.73295 1.64716 -1.06101 0.321
H -2.14667 0.03956 -0.42900 0.278

Arrangement two

16
Properties=species:S:1:pos:R:3:mulliken_charge:R:1 method="wB97M-V/def2-TZVPD" e_homo_ha=-0.370 gap_ev=10.292 lumo_energy_ev=0.22
C -1.19948 0.02473 1.10045 -0.882
C -1.09303 0.11766 -0.32196 0.213
C 0.38244 0.27326 -0.72967 -0.540
C 1.36142 -0.66199 -0.12649 0.812
H -1.29955 -1.37529 1.60113 0.237
H -2.28600 0.51422 1.42850 0.265
H -0.08913 0.79976 1.79560 0.159
H -1.69914 0.85974 -0.72368 0.564
H -0.52238 -1.72492 -0.98110 0.409
H 0.42624 -0.24968 -1.72659 0.427
H 0.17641 2.25824 0.12174 0.399
H 2.87467 0.65818 0.04035 0.342
O -1.43777 -1.06375 -0.89355 -0.665
O 0.71430 1.65083 -0.65707 -0.639
O 2.55468 -0.21853 0.23562 -0.478
O 1.13630 -1.86246 -0.16330 -0.620

Stability ranking, top entry: arrangement one; the second entry is 399.9 kJ/mol less favorable.

Arrangement one

13
Properties=species:S:1:pos:R:3:mulliken_charge:R:1 method="wB97M-V/def2-TZVPD" smiles=NCO.C e_homo_ha=-0.357 gap_ev=10.609 lumo_energy_ev=0.90
N 0.55198 1.95768 0.52053 -0.519
C -0.37334 1.34124 1.39030 -0.208
O -1.63301 1.21304 0.84435 -0.543
H 0.66384 1.30230 -0.30495 0.217
H 0.44900 2.93811 0.26623 0.235
H -0.02858 0.29772 1.65284 0.242
H -0.39368 2.05037 2.27341 0.274
H -2.41761 1.23634 1.37054 0.303
C 1.31882 -3.93233 -2.41101 -0.865
H 0.34457 -3.78660 -1.92349 0.219
H 2.03186 -4.29662 -1.57090 0.196
H 1.71457 -3.00066 -2.78380 0.223
H 1.16343 -4.60248 -3.25412 0.227

Arrangement two

13
Properties=species:S:1:pos:R:3:mulliken_charge:R:1 method="wB97M-V/def2-TZVPD" smiles=[H][H].C1CO1.N e_homo_ha=-0.386 gap_ev=11.250 lumo_energy_ev=0.74
H 2.38433 -5.51604 -1.53501 0.006
H 2.68203 -4.86938 -1.43129 -0.006
C 0.62220 1.69778 1.58210 -0.238
C -0.14572 0.44270 1.78512 -0.251
O -0.22830 1.58338 2.69189 -0.372
H 0.35720 2.44115 0.84029 0.211
H 1.68592 1.67448 1.79898 0.193
H -1.03095 0.32159 1.18408 0.216
H 0.51889 -0.34978 2.09097 0.232
N -1.90679 0.77292 -2.47419 -0.692
H -2.30003 0.39985 -1.61143 0.236
H -1.25297 1.47872 -2.21069 0.240
H -1.38582 -0.07736 -2.71082 0.225

Arrangement three

13
Properties=species:S:1:pos:R:3:mulliken_charge:R:1 method="wB97M-V/def2-TZVPD" smiles=CNC.O e_homo_ha=-0.320 gap_ev=9.475 lumo_energy_ev=0.78
C -0.64124 -0.37935 -1.23451 -0.927
N -0.17080 0.36375 -0.13713 -0.376
C 1.21842 0.57811 -0.18583 -0.915
H -0.44485 0.19976 -2.15248 0.321
H -1.73244 -0.47899 -1.10810 0.310
H -0.20754 -1.38640 -1.35429 0.342
H -0.26092 -0.10637 0.77262 0.237
H 1.63912 0.62040 0.83291 0.349
H 1.39176 1.54955 -0.67865 0.220
H 1.74964 -0.20420 -0.75365 0.288
O -0.62219 -0.10320 2.29668 -0.661
H -1.35980 0.34049 1.81990 0.394
H -0.55916 -0.99356 1.88253 0.419

Arrangement four

13
Properties=species:S:1:pos:R:3:mulliken_charge:R:1 method="wB97M-V/def2-TZVPD" smiles=CN.CO e_homo_ha=-0.324 gap_ev=9.450 lumo_energy_ev=0.63
C 2.32757 -0.40098 0.09217 -0.827
N 2.32378 0.83160 -0.27082 -0.528
H 3.24384 -0.85298 -0.18965 0.344
H 2.21687 -0.84640 1.11294 0.266
H 1.54744 -1.04068 -0.44143 0.228
H 1.40631 1.25180 0.35659 0.249
H 3.30892 1.53309 -0.00006 0.269
C -2.66771 -0.47727 -0.17469 -0.399
O -2.49291 0.91560 0.14583 -0.564
H -2.17302 -1.13172 0.69694 0.159
H -3.75280 -0.79989 -0.24873 0.255
H -1.97225 -0.73380 -0.96017 0.212
H -3.31605 1.75164 -0.11892 0.335

Stability ranking, top entry: arrangement one; the second entry is 61.3 kJ/mol less favorable.

Arrangement one

13
Properties=species:S:1:pos:R:3:mulliken_charge:R:1 method="wB97M-V/def2-TZVPD" smiles=CCN.O e_homo_ha=-0.341 gap_ev=10.083 lumo_energy_ev=0.80
C -0.28861 -0.73791 -1.42082 -1.033
C 0.76435 0.22127 -0.87550 -0.260
N 0.14357 1.51226 -0.57310 -0.662
H -1.14338 -0.74540 -0.68781 0.214
H 0.06685 -1.70889 -1.46316 0.346
H -0.58914 -0.30042 -2.42543 0.302
H 1.59476 0.46860 -1.62371 0.319
H 1.29349 -0.19283 0.00774 0.292
H 0.90615 2.19624 -0.27119 0.240
H -0.45397 1.48037 0.26069 0.259
O -0.48785 -0.77668 2.43262 -0.633
H -0.89130 -1.37546 3.05008 0.303
H -0.74002 -1.09472 1.48141 0.313

Arrangement two

13
Properties=species:S:1:pos:R:3:mulliken_charge:R:1 method="wB97M-V/def2-TZVPD" smiles=[H][H].C1CO1.N e_homo_ha=-0.341 gap_ev=10.373 lumo_energy_ev=1.10
H 6.26305 -1.08473 -0.74640 0.002
H 6.17567 -1.00181 -0.00499 -0.002
C -1.96781 -0.50852 -0.36709 -0.282
C -1.87197 0.10652 -1.70496 -0.384
O -1.00458 0.50132 -0.67546 -0.388
H -2.78133 -0.15800 0.23846 0.255
H -1.61294 -1.51599 -0.22489 0.264
H -2.67486 0.76818 -2.01723 0.247
H -1.45666 -0.50473 -2.49906 0.248
N 0.29578 0.66532 2.04799 -0.687
H -0.36600 0.46619 1.31438 0.323
H 1.20312 1.06065 1.90590 0.199
H -0.20147 1.20562 2.73335 0.203

Arrangement three

13
Properties=species:S:1:pos:R:3:mulliken_charge:R:1 method="wB97M-V/def2-TZVPD" smiles=COC.N e_homo_ha=-0.360 gap_ev=10.592 lumo_energy_ev=0.78
C -0.03291 -0.53550 -1.95571 -0.553
O 1.17629 0.18102 -1.52943 -0.340
C 2.27072 -0.48770 -0.87043 -0.492
H -0.51618 0.04050 -2.77378 0.232
H -0.83859 -0.71935 -1.17775 0.227
H 0.29155 -1.44764 -2.62552 0.247
H 2.46045 -1.38818 -1.44677 0.266
H 1.91778 -0.51485 0.19256 0.222
H 3.20721 0.17310 -0.79530 0.190
N -3.02641 0.82425 3.80146 -0.643
H -2.74287 1.17371 4.75494 0.219
H -2.46822 0.07263 3.31612 0.218
H -2.96349 1.53134 3.13754 0.206

Stability ranking, top entry: arrangement one; the second entry is 128.0 kJ/mol less favorable.

Arrangement one

15
Properties=species:S:1:pos:R:3:mulliken_charge:R:1 method="wB97M-V/def2-TZVPD" smiles="ClC[C@H]1[C@@H]2C=CO[C@@H]21" e_homo_ha=-0.323 gap_ev=9.739 lumo_energy_ev=0.96
Cl 0.32882 -2.74374 -0.68139 -0.233
C 0.41202 -1.01489 -1.45438 -0.691
C -0.24698 0.02489 -0.53784 -0.126
C 0.19599 0.25932 0.93553 0.061
C -0.73976 1.15057 1.85421 -0.560
C -0.92912 2.29267 1.19565 -0.267
O -0.17721 2.43815 0.05272 -0.391
C 0.59473 1.28864 -0.11714 -0.214
H 0.12666 -1.20869 -2.58222 0.347
H 1.53018 -0.78223 -1.66418 0.246
H -1.32860 0.17796 -0.80151 0.332
H 0.87016 -0.40420 1.52338 0.367
H -1.22331 0.62248 2.60796 0.419
H -1.45687 3.22604 1.43822 0.372
H 1.58820 1.49976 -0.61593 0.340

Arrangement two

15
Properties=species:S:1:pos:R:3:mulliken_charge:R:1 method="wB97M-V/def2-TZVPD" smiles="C/C=C1/OCC=C1Cl" e_homo_ha=-0.300 gap_ev=9.081 lumo_energy_ev=0.92
C -2.40489 -0.80659 -0.00100 -1.222
C -0.93933 -1.18527 -0.00456 -0.017
C 0.10289 -0.36862 -0.00128 0.142
O 1.38659 -0.86297 -0.00258 -0.434
C 2.33990 0.19304 -0.00271 -0.348
C 1.52077 1.45832 0.00493 -0.401
C 0.23557 1.10083 -0.00585 0.310
Cl -1.10433 2.19162 -0.00395 -0.193
H -2.64849 -0.21046 0.87540 0.320
H -3.03821 -1.71518 0.00820 0.301
H -2.68617 -0.23123 -0.85789 0.332
H -0.67595 -2.26595 -0.00222 0.320
H 2.99942 0.10681 -0.88448 0.244
H 2.98359 0.11844 0.87269 0.249
H 1.92863 2.47722 0.00530 0.395

Stability ranking, top entry: arrangement two; the second entry is 143.6 kJ/mol less favorable.

Arrangement one

22
Properties=species:S:1:pos:R:3:mulliken_charge:R:1 method="wB97M-V/def2-TZVPD" smiles="C/C(N)=C/N.O.O.O" e_homo_ha=-0.273 gap_ev=8.179 lumo_energy_ev=0.75
C 2.39962 0.13732 1.74366 -1.289
C 1.34794 0.26710 0.69967 0.876
N 0.98154 -0.92739 0.00655 -0.613
C 0.59459 1.32122 0.34638 -0.551
N -0.29701 1.29070 -0.73777 -0.486
H 3.37718 -0.04862 1.30306 0.295
H 2.45763 1.12385 2.19661 0.325
H 2.21736 -0.70103 2.42443 0.336
H 1.34141 -1.81539 0.33157 0.231
H -0.03244 -1.02949 -0.01847 0.197
H 0.63154 2.24320 0.92329 0.357
H -0.16243 0.61044 -1.48892 0.188
H -0.43724 2.19542 -1.17938 0.236
O -2.82146 0.59449 0.82759 -0.774
H -2.66037 0.51667 1.77215 0.334
H -2.08337 1.12891 0.48222 0.362
O 1.00235 -0.25147 -2.69776 -0.755
H 0.59772 -1.05944 -3.05679 0.306
H 1.34226 -0.66240 -1.87236 0.389
O -2.18835 -1.89021 0.17763 -0.695
H -2.60691 -2.22177 -0.62055 0.312
H -2.59285 -1.00903 0.34308 0.418

Arrangement two

22
Properties=species:S:1:pos:R:3:mulliken_charge:R:1 method="wB97M-V/def2-TZVPD" e_homo_ha=-0.315 gap_ev=8.974 lumo_energy_ev=0.41
C -0.32153 0.11344 2.11433 -0.547
C -0.40004 -1.40516 1.81549 -0.529
N -1.22100 -1.70689 0.69800 -0.456
C -0.98475 -1.70790 -0.53209 0.008
N 0.21932 -1.42505 -1.16806 -0.463
H 0.24616 0.31279 3.02123 0.355
H -1.31543 0.54484 2.26368 0.296
H -0.00020 0.71346 1.26130 -0.115
H -0.99408 -1.64520 2.70645 0.301
H 0.60592 -1.82754 1.88448 0.311
H -1.84295 -1.91354 -1.16851 0.393
H 0.43668 -1.08370 -2.07195 0.242
H 0.90720 -1.32098 -0.43665 0.204
O 2.38415 0.71438 -2.16172 -0.658
H 1.49088 0.55583 -1.83549 0.297
H 2.83692 -0.01186 -1.72926 0.338
O 1.58098 2.34418 0.46649 -0.612
H 1.41280 3.28819 0.53672 0.289
H 2.17051 2.23985 -0.29115 0.338
O -2.17024 1.41715 -0.56050 -0.560
H -1.62515 2.17816 -0.34166 0.297
H -2.82396 1.75887 -1.17708 0.268

Arrangement three

22
Properties=species:S:1:pos:R:3:mulliken_charge:R:1 method="wB97M-V/def2-TZVPD" smiles=NCNCCO.O.O e_homo_ha=-0.299 gap_ev=8.583 lumo_energy_ev=0.44
N -1.00059 -2.00392 -0.22100 -0.449
C -2.01554 -0.90720 -0.21194 -0.631
N -1.45166 0.44035 -0.35790 -0.210
C -1.14531 1.22119 0.78088 -0.748
C 0.40475 1.28030 0.98055 -0.289
O 0.62686 -0.03314 1.68745 -0.556
H -0.31163 -1.98858 0.55049 0.216
H -0.74238 -2.37144 -1.10602 0.217
H -2.74830 -1.10202 -1.02000 0.372
H -2.46872 -1.02383 0.90235 0.273
H -0.90664 0.62068 -1.14539 0.296
H -1.79278 2.11268 0.83924 0.414
H -1.58086 0.83193 1.69104 0.334
H 1.04512 1.29354 0.06861 0.174
H 0.64503 2.03496 1.79045 0.317
H 1.60481 -0.17988 1.92754 0.304
O 0.94316 0.92409 -2.18790 -0.661
H 1.82135 1.27042 -1.78557 0.380
H 0.84244 0.04550 -1.85871 0.316
O 2.66598 -0.65500 -0.25132 -0.628
H 1.66895 -0.52427 -0.26674 0.244
H 2.73800 -1.52801 0.18223 0.317

Stability ranking, top entry: arrangement one; the second entry is 98.7 kJ/mol less favorable.